17
Properties=species:S:1:pos:R:3:forces:R:3:mulliken_charge:R:1 method="wB97M-V/def2-TZVPD" s2=0.75 e_above_lowest_kcal_mol=0.15 molar_mass_g_mol=91.1 total_energy_ev=-8315.02607 homo_energy_ha="-0.195 / -0.319" multiplicity=2
C -1.134975 1.807699 1.795538 -0.3 0.3 -0.7 -1.16
C -0.716608 1.353693 0.406233 1.7 0.2 -0.2 -0.24
N 0.741692 1.080099 0.406400 -0.5 0.2 0.3 -0.26
C 1.310544 0.002366 -0.214515 -0.6 -0.8 -1.4 -0.39
N 0.677919 -0.449652 -1.423421 0.4 0.6 -0.2 -0.54
H -0.681499 1.164037 2.549411 -0.3 0.1 0.1 0.34
H -2.221809 1.861360 1.844556 -0.1 -0.4 0.3 0.35
H -0.836113 2.850620 1.908524 0.4 -0.1 0.4 0.31
H -0.839468 2.166887 -0.311994 -0.7 -0.1 -0.1 0.18
H -1.183139 0.448040 0.042731 -0.3 0.0 0.0 0.35
H 1.269377 1.690193 1.002977 0.3 -0.2 0.0 0.23
H 2.123063 -0.598812 0.123460 0.5 0.2 0.9 0.44
H 0.787969 -1.440228 -1.597247 -0.1 -0.1 0.4 0.22
H 1.085989 0.016577 -2.241415 -0.3 0.0 0.2 0.19
H 0.480114 -4.407531 -1.165738 0.0 0.1 0.0 0.31
H -0.829702 -3.933966 -1.783984 0.2 0.2 0.1 0.31
O -0.033355 -3.611383 -1.341516 -0.1 -0.2 -0.1 -0.64